A molecular structure, C32H44BrN7O2PS2V in a non-equilibrium geometry, computed with ωB97M-V/def2-TZVPD.

Geometry (Å):
V -0.762 0.520 -0.012
O -5.553 1.836 -4.010
C -4.622 1.419 -3.105
C -4.772 0.246 -2.372
C -3.774 -0.101 -1.477
N -2.690 0.641 -1.295
C -2.561 1.762 -1.990
Br -0.869 2.755 -1.569
C -3.493 2.202 -2.917
H -6.273 1.198 -4.033
H -5.640 -0.390 -2.493
H -3.819 -1.005 -0.879
H -3.354 3.118 -3.475
N -2.143 1.805 1.222
N -1.649 2.767 2.104
C -0.293 2.822 2.224
N 0.102 3.670 3.205
S 0.819 1.933 1.312
H -2.823 2.201 0.568
H -2.792 1.115 1.632
H -2.191 2.965 2.933
H -0.490 4.457 3.419
H 1.092 3.841 3.261
C 2.218 -1.448 4.012
C 1.226 -0.513 3.315
C 1.689 0.921 3.634
P 0.813 -0.957 1.440
C 0.486 -2.798 1.561
C 1.725 -3.708 1.639
C -0.345 -3.354 0.402
C 2.300 -0.702 0.353
C 3.533 -1.251 0.730
C 4.715 -1.098 0.026
C 6.004 -1.730 0.489
C 4.661 -0.316 -1.127
C 3.487 0.252 -1.556
C 2.243 0.082 -0.874
N 1.106 0.633 -1.361
C 1.110 1.255 -2.610
C 1.083 0.559 -3.806
C 1.155 -0.943 -3.759
C 1.015 1.221 -5.046
C 0.972 2.589 -5.148
C 0.846 3.274 -6.486
C 0.987 3.349 -3.967
C 1.052 2.724 -2.751
C 1.136 3.768 -1.266
H 2.251 -1.207 5.081
H 3.231 -1.329 3.623
H 1.929 -2.492 3.935
H 0.254 -0.649 3.803
H 2.660 1.097 3.165
H 1.811 1.085 4.714
H 0.946 1.636 3.293
H -0.099 -2.915 2.480
H 2.274 -3.697 0.696
H 1.399 -4.737 1.821
H 2.422 -3.451 2.432
H 0.204 -3.282 -0.539
H -1.289 -2.839 0.269
H -0.553 -4.411 0.605
H 3.571 -1.851 1.630
H 5.832 -2.377 1.351
H 6.740 -0.976 0.782
H 6.450 -2.344 -0.298
H 5.564 -0.148 -1.709
H 3.497 0.854 -2.457
H 0.552 -1.322 -2.931
H 2.187 -1.280 -3.625
H 0.775 -1.375 -4.688
H 1.000 0.619 -5.950
H 1.359 2.707 -7.264
H 1.287 4.272 -6.460
H -0.202 3.376 -6.778
H 0.932 4.432 -4.013
H 1.064 4.823 -1.529
H 2.096 3.577 -0.789
H 0.249 3.568 -0.317
O -0.798 -0.860 -0.925
S -2.499 -1.130 1.732
C -3.289 -2.127 2.911
N -4.634 -2.401 2.682
C -5.391 -3.197 3.543
C -4.749 -3.711 4.647
C -3.408 -3.411 4.829
N -2.679 -2.615 3.954
H -5.036 -1.995 1.858
H -6.428 -3.360 3.293
H -5.268 -4.337 5.360
H -2.881 -3.806 5.688

As for the spin multiplicity: 2. For the frontier orbital gap (alpha / beta), the calculation gives 4.31 / 4.70 eV. As for the energy above the lowest of the compared OMol25 structures with the same formula, charge and spin: 187.9 kcal per mole. Its net charge is -1. Its HOMO energy (alpha / beta) is -2.35 / -2.75 eV.